The following is a quantum chemistry calculation of a single C3H6OS2 molecule in a non-equilibrium geometry, from the Open Molecules 2025 dataset.

Each atom is followed by the atoms it is bonded to, with distances in Å.
Cartesian coordinates (Å):
1 C -0.852 0.754 0.707  C2 1.467, H4 1.112, H5 1.135, H6 1.027
2 C -0.403 0.234 -0.589  C1 1.467, C3 1.508, H7 1.056, S11 1.832
3 C 1.082 -0.007 -0.679  C2 1.508, O10 1.233, S12 1.772
4 H -1.922 1.057 0.695  C1 1.112
5 H -0.229 1.684 0.894  C1 1.135
6 H -0.719 0.127 1.509  C1 1.027
7 H -0.543 0.883 -1.411  C2 1.056
8 H -1.538 -1.504 0.429  S11 1.353
9 H 2.799 -1.033 0.489  S12 1.297
10 O 1.923 0.660 -1.285  C3 1.233
11 S -1.238 -1.370 -0.884  C2 1.832, H8 1.353
12 S 1.640 -1.485 0.124  C3 1.772, H9 1.297

ΔE to the lowest compared entry with this formula, charge and spin in kcal per mole: 17.75
SMILES: C[C@H](S)C(=O)S

***

The following is a quantum chemistry calculation of a single C3H6OS2 molecule in a non-equilibrium geometry, from the Open Molecules 2025 dataset.

Each atom is followed by the atoms it is bonded to, with distances in Å.
Cartesian coordinates (Å):
1 C -1.122 -0.561 0.472  C2 1.451, H5 1.074, H6 1.103, S11 1.826
2 C 0.160 0.119 0.449  C1 1.451, H7 1.081, H8 1.118, O10 1.491
3 C 1.880 -0.040 -1.157  H9 1.049, O10 1.259, S12 1.644
4 H -2.919 1.011 0.549  S11 1.323
5 H -0.909 -1.536 0.871  C1 1.074
6 H -1.406 -0.582 -0.594  C1 1.103
7 H 0.190 1.145 0.110  C2 1.081
8 H 0.850 -0.015 1.318  C2 1.118
9 H 2.308 -0.671 -1.877  C3 1.049
10 O 0.773 -0.494 -0.763  C2 1.491, C3 1.259
11 S -2.422 0.222 1.487  C1 1.826, H4 1.323
12 S 2.617 1.400 -0.865  C3 1.644

ΔE to the lowest compared entry with this formula, charge and spin in kcal per mole: 35.19
SMILES: S=COCCS

***

> Among the records above, which one has the highest ΔE to the lowest compared entry with this formula, charge and spin?

number 2